55
Properties=species:S:1:pos:R:3:mulliken_charge:R:1 method="wB97M-V/def2-TZVPD" charge=0 homo_lumo_gap_ha=0.284
Pb -2.154 -0.228 -1.566 1.1286
O -1.487 -1.954 -3.062 -0.5574
C -0.406 -2.033 -3.652 -0.3328
C 0.783 -1.247 -3.456 1.1716
C 1.849 -1.553 -4.316 -0.4154
C 3.040 -0.894 -4.207 -0.7504
C 3.227 0.096 -3.230 -0.4408
C 2.209 0.406 -2.377 -0.6415
C 0.943 -0.239 -2.454 -0.3808
O 0.035 0.114 -1.615 0.1017
N 4.133 -1.228 -5.114 1.0186
O 5.175 -0.615 -4.986 -0.6297
O 3.938 -2.092 -5.946 -0.6298
H -0.317 -2.808 -4.428 0.3651
H 1.734 -2.316 -5.075 0.5109
H 4.181 0.599 -3.172 0.5127
H 2.323 1.169 -1.620 0.4235
C 1.262 0.921 6.061 -0.4273
C 1.324 -0.212 5.267 -0.7523
C 0.380 -0.420 4.267 0.0484
C -0.639 0.503 4.059 0.1589
C -0.703 1.633 4.878 -0.1481
C 0.245 1.847 5.864 -0.6521
P -1.946 0.347 2.785 -0.3752
C -1.347 1.553 1.533 0.7617
C -0.027 1.979 1.419 -0.0948
C 0.348 2.857 0.411 -0.5937
C -0.586 3.324 -0.498 -0.4624
C -1.914 2.928 -0.388 -0.7183
C -2.292 2.057 0.631 -1.1502
C -1.504 -1.232 1.956 0.6852
C -0.405 -1.403 1.115 -0.0510
C -0.178 -2.619 0.486 -0.6022
C -1.045 -3.685 0.694 -0.5636
C -2.136 -3.531 1.536 -0.6423
C -2.364 -2.310 2.160 -0.7004
H 2.000 1.082 6.836 0.3806
H 2.110 -0.940 5.421 0.3888
H 0.443 -1.308 3.651 0.3651
H -1.503 2.352 4.738 0.3719
H 0.185 2.731 6.486 0.3865
H 0.713 1.628 2.129 0.4274
H 1.380 3.178 0.336 0.4277
H -0.292 4.000 -1.289 0.4716
H -2.658 3.323 -1.071 0.5683
H -3.335 1.784 0.752 0.4648
H 0.273 -0.580 0.924 0.4111
H 0.675 -2.730 -0.173 0.4699
H -0.871 -4.631 0.198 0.3958
H -2.816 -4.356 1.703 0.3945
H -3.230 -2.185 2.799 0.3750
Cl -0.519 2.611 -4.036 -0.2882
Si -2.181 1.379 -3.830 0.4047
Cl -2.234 0.289 -5.602 -0.2840
Cl -3.819 2.658 -3.931 -0.3061

63
Properties=species:S:1:pos:R:3:mulliken_charge:R:1 method="wB97M-V/def2-TZVPD" multiplicity=5 charge=0 homo_lumo_gap_ha="0.123 / 0.123"
Ir 0.947 0.657 0.012 0.1551
C 1.407 4.761 -4.814 -1.0435
C 2.401 4.098 -3.867 -0.2610
N 2.062 2.712 -3.615 -0.1130
C 1.961 2.190 -2.392 0.5898
S 1.499 0.480 -2.282 -0.4765
N 2.227 2.889 -1.330 -1.0047
N 1.971 2.319 -0.154 0.8477
C 2.302 2.942 0.968 1.0257
C 2.913 4.307 0.971 -1.5110
C 2.031 2.220 2.163 0.3258
C 2.439 2.640 3.444 -0.9727
C 2.194 1.851 4.538 -0.3812
C 1.516 0.638 4.361 -0.8767
C 1.143 0.274 3.087 0.2305
N 1.370 1.027 2.011 -0.1430
H 1.655 5.813 -4.930 0.3969
H 0.402 4.699 -4.413 0.1740
H 1.423 4.294 -5.795 0.3450
H 2.388 4.594 -2.896 0.1488
H 3.417 4.157 -4.272 0.3080
H 1.915 2.097 -4.402 0.2539
H 2.974 4.680 -0.047 0.2637
H 3.914 4.286 1.396 0.3678
H 2.306 4.987 1.567 0.3715
H 2.965 3.575 3.547 0.4007
H 2.526 2.153 5.519 0.4430
H 1.295 -0.008 5.193 0.4539
H 0.617 -0.656 2.918 0.3293
O -0.893 -8.578 3.723 -0.6707
S -1.240 -8.206 2.375 1.1496
O -0.152 -7.889 1.492 -0.6541
O -2.399 -8.818 1.780 -0.6642
C -1.993 -6.495 2.766 0.2370
N -3.009 -6.570 3.561 -0.4829
C -3.582 -5.377 3.813 -0.5744
C -3.113 -4.218 3.242 -0.4289
C -1.986 -4.278 2.390 0.0406
N -1.428 -5.507 2.191 -0.2932
C -1.379 -3.171 1.715 1.2857
C -0.231 -3.354 0.915 -0.7591
C 0.342 -2.279 0.286 -0.4761
N -0.114 -1.016 0.406 0.4850
C -1.236 -0.842 1.132 -0.3720
C -1.888 -1.858 1.776 -0.9475
H -4.435 -5.407 4.475 0.4248
H -3.594 -3.277 3.450 0.3568
H 0.178 -4.347 0.799 0.7116
H 1.201 -2.419 -0.353 0.4507
H -1.634 0.163 1.175 0.4350
H -2.794 -1.635 2.310 0.3224
F -2.582 0.553 -6.091 -0.2908
C -2.237 0.862 -4.840 0.6549
C -2.421 -0.047 -3.802 0.0795
F -2.937 -1.251 -4.058 -0.2809
C -2.080 0.297 -2.500 0.0815
F -2.271 -0.605 -1.529 -0.3008
C -1.560 1.558 -2.183 0.7090
S -1.161 2.080 -0.574 -0.2764
C -1.406 2.457 -3.245 0.0301
F -0.953 3.687 -2.985 -0.4663
C -1.702 2.116 -4.555 0.1472
F -1.491 2.994 -5.543 -0.3109

52
Properties=species:S:1:pos:R:3:mulliken_charge:R:1 method="wB97M-V/def2-TZVPD" charge=0 homo_lumo_gap_ha=0.300 smiles="Cc1ccc(C(=O)COC(=O)c2cn(-c3ccccc3)nc2-c2ccccc2)cc1[N+](=O)[O-]"
C 2.473 0.008 -4.628 -1.5632
C 2.583 -0.751 -3.350 1.1085
C 3.810 -0.834 -2.694 -0.7000
C 3.951 -1.510 -1.501 -1.2312
C 2.855 -2.132 -0.898 0.6882
C 1.627 -2.078 -1.540 -0.8024
C 1.497 -1.393 -2.743 0.5483
N 0.171 -1.349 -3.313 0.9879
O -0.759 -1.419 -2.537 -0.5775
O 0.059 -1.240 -4.514 -0.6315
H 0.754 -2.580 -1.149 0.6267
C 3.072 -2.819 0.399 0.1969
O 4.143 -3.288 0.699 -0.5937
C 1.892 -2.906 1.351 -0.6308
H 1.286 -3.788 1.088 0.4072
O 1.066 -1.756 1.318 -0.2303
C -0.251 -1.962 1.082 0.3169
O -0.713 -3.059 0.874 -0.6725
C -1.032 -0.738 1.133 0.1685
C -2.417 -0.701 1.111 -0.6585
N -2.784 0.580 1.277 0.9436
N -1.718 1.380 1.410 -1.0807
C -0.646 0.622 1.317 0.2104
C 0.699 1.191 1.380 -0.0614
C 1.617 0.927 0.369 0.0568
C 2.889 1.462 0.427 -0.5512
C 3.255 2.269 1.491 -0.5641
C 2.339 2.552 2.490 -0.6167
C 1.063 2.021 2.434 -0.5443
H 0.343 2.237 3.209 0.4404
H 2.620 3.189 3.316 0.3769
H 4.252 2.682 1.539 0.4065
H 3.596 1.251 -0.363 0.4224
H 1.320 0.313 -0.467 0.7133
C -4.076 1.120 1.337 1.1488
C -5.191 0.369 0.981 -0.4574
C -6.450 0.937 1.064 -0.7185
C -6.605 2.245 1.494 -0.4573
C -5.490 2.993 1.838 -0.6006
C -4.228 2.436 1.761 -0.4492
H -3.347 3.000 2.021 0.4015
H -5.605 4.014 2.169 0.3672
H -7.590 2.679 1.556 0.3795
H -7.315 0.353 0.787 0.3590
H -5.085 -0.644 0.629 0.2707
H -3.103 -1.515 1.006 0.4949
H 2.276 -3.036 2.368 0.3668
H 4.908 -1.565 -1.005 0.4797
H 4.668 -0.350 -3.136 0.3982
H 3.376 0.588 -4.803 0.4217
H 2.329 -0.681 -5.460 0.3123
H 1.614 0.676 -4.622 0.3732

69
Properties=species:S:1:pos:R:3:mulliken_charge:R:1 method="wB97M-V/def2-TZVPD" charge=-2 homo_lumo_gap_ha=0.229
Sc -0.012 -0.451 0.441 -0.6208
C 2.724 -1.797 2.184 -1.6412
N 2.529 -0.751 1.188 1.7046
C 2.752 0.560 1.776 -1.4549
C 2.536 1.666 0.764 -1.3966
N 1.202 1.628 0.179 1.7858
C 0.928 2.715 -0.584 -0.1118
C 1.869 3.629 -1.147 0.1956
F 3.214 3.425 -1.081 -0.3834
C 1.536 4.758 -1.878 -0.0781
F 2.522 5.539 -2.362 -0.3427
C 0.225 5.080 -2.146 0.6595
F -0.109 6.181 -2.854 -0.3574
C -0.739 4.220 -1.648 0.0570
F -2.035 4.507 -1.857 -0.3257
C -0.405 3.107 -0.908 -0.5669
F -1.448 2.421 -0.446 -0.1556
C 3.364 -1.013 0.009 -1.7215
C 2.529 -1.022 -1.262 -0.5325
N 1.381 -1.859 -0.974 0.2130
C 0.948 -2.660 -1.960 -0.1149
C 1.099 -2.459 -3.363 0.5816
F 1.687 -1.340 -3.841 -0.4659
C 0.608 -3.323 -4.323 0.0662
F 0.786 -3.040 -5.630 -0.3661
C -0.095 -4.457 -3.966 0.6558
F -0.552 -5.327 -4.900 -0.3775
C -0.253 -4.714 -2.612 0.2647
F -0.868 -5.853 -2.235 -0.3635
C 0.251 -3.860 -1.655 0.0302
F 0.124 -4.243 -0.383 -0.3808
H 3.790 -1.862 2.472 0.2424
H 2.403 -2.752 1.774 0.3544
H 2.125 -1.587 3.063 0.3945
H 3.784 0.643 2.173 0.4681
H 2.063 0.651 2.618 0.2573
H 3.330 1.584 0.015 0.6009
H 2.719 2.625 1.279 0.6546
H 3.801 -2.007 0.127 0.4962
H 4.198 -0.300 -0.051 0.3382
H 3.163 -1.416 -2.067 0.7779
H 2.263 0.004 -1.555 0.0591
C -4.631 -0.149 1.209 -2.0386
C -3.182 0.194 1.091 0.9357
N -2.403 -0.221 0.169 2.0185
N -2.941 -1.015 -0.812 -1.7431
C -2.218 -0.980 -1.901 0.2686
N -2.675 -1.774 -2.941 -0.5644
S -0.810 -0.040 -2.189 -0.5092
C -2.565 1.091 2.092 0.6852
C -3.284 1.649 3.148 -1.1296
C -2.638 2.529 3.997 -0.4436
C -1.304 2.828 3.777 -1.2173
C -0.660 2.208 2.714 -0.0792
N -1.276 1.372 1.897 0.9428
H -4.933 -0.777 0.376 0.4426
H -5.249 0.753 1.230 0.3604
H -4.788 -0.691 2.144 0.3531
H -3.251 -2.539 -2.617 0.2894
H -1.940 -2.047 -3.576 0.2127
H -4.320 1.391 3.306 0.4556
H -3.175 2.976 4.826 0.3805
H -0.763 3.513 4.416 0.4412
H 0.388 2.378 2.493 0.1220
O -2.010 -1.679 3.173 -0.6726
S -0.692 -1.951 2.625 1.1075
O 0.036 -3.005 3.295 -0.6966
O -0.779 -2.204 1.116 -0.5271
O 0.125 -0.665 2.560 -0.4948

Calculated energy above the lowest of the compared OMol25 structures with the same formula, charge and spin in order - 0.046; 3.733; 0.000; 0.540 eV
Calculated max |F| in order - 0.0027; 0.1183; 0.0256; 0.0229 hartree/bohr